Density functional theory data (ωB97M-V/def2-TZVPD) for the molecule CH4N2OS.

The geometry in XYZ format:
```
9
CH4N2OS, DFT ωB97M-V/def2-TZVPD
C -0.147 0.156 -0.812
N 1.513 0.799 0.743
N 0.928 -0.164 0.166
O -2.423 -0.589 0.491
S -1.551 0.820 0.065
H -0.505 -0.537 -1.554
H 0.187 0.970 -1.433
H 1.986 0.259 1.424
H -2.553 -0.653 1.455
```

Total energy ... -16961.92809 eV
LUMO level ... 0.336 eV
Relative energy (zero: lowest compared OMol25 entry of this formula, charge and spin) ... 314.62 kJ/mol
Net charge ... 0
SMILES ... [H]/N=N/CSO
2S+1 ... 1
HOMO energy ... -0.329 Ha

Löwdin population analysis, charges in e, atoms 1 to 5:
1. C -0.52
2. N 0.07
3. N -0.13
4. O -0.47
5. S 0.86